Entry from OMol25: 2 unconnected molecules or ions with the total composition C2H8S3 (ωB97M-V with the def2-TZVPD basis set).

The geometry in XYZ format:
```
13
Properties=species:S:1:pos:R:3:nbo_charge:R:1
S -0.910 0.695 -2.449 -0.14
S -2.004 -0.944 -1.743 -0.15
H -1.873 1.560 -2.738 0.14
H -3.227 -0.391 -1.354 0.16
C 0.621 -1.045 1.070 -0.65
C 1.413 0.131 0.618 -0.44
S 1.016 1.729 1.721 -0.14
H -0.416 -1.002 0.878 0.22
H 0.699 -1.231 2.146 0.22
H 0.959 -2.145 0.733 0.21
H 2.474 0.068 0.774 0.21
H 1.287 0.453 -0.519 0.22
H -0.040 2.121 0.865 0.14
```

Values from the calculation:
**SMILES**: CCS.SS
**2S+1**: 1

---

Entry from OMol25: 2 unconnected molecules or ions with the total composition C2H8S4 (ωB97M-V with the def2-TZVPD basis set).

The geometry in XYZ format:
```
14
Properties=species:S:1:pos:R:3:nbo_charge:R:1
C 3.507 0.943 -2.018 -0.77
S 2.291 2.237 -1.888 0.10
S 0.660 1.566 -2.823 -0.11
H 4.229 1.335 -2.704 0.22
H 3.240 -0.012 -2.241 0.23
H 3.946 0.791 -1.013 0.23
H 1.018 1.782 -4.026 0.10
C -1.757 -0.422 1.001 -0.76
S -1.796 -2.097 1.669 0.10
S -2.150 -2.073 3.635 -0.14
H -2.447 -0.278 0.043 0.23
H -0.891 -0.048 0.694 0.21
H -2.282 0.323 1.649 0.24
H -1.392 -1.133 4.219 0.13
```

Values from the calculation:
**SMILES**: CSS.CSS
**2S+1**: 1

---

Entry from OMol25: 2 unconnected molecules or ions with the total composition C2H8S4 (ωB97M-V with the def2-TZVPD basis set).

The geometry in XYZ format:
```
14
Properties=species:S:1:pos:R:3:nbo_charge:R:1
S 0.451 -1.134 1.011 0.09
S -0.933 -0.824 -0.453 0.09
C 1.854 -0.162 0.421 -0.76
C -0.481 -2.076 -1.674 -0.76
H 2.651 -0.238 1.179 0.23
H 1.585 0.901 0.299 0.23
H 2.244 -0.539 -0.540 0.22
H 0.530 -1.911 -2.083 0.22
H -0.526 -3.091 -1.246 0.23
H -1.210 -2.010 -2.500 0.23
S -2.216 2.645 2.295 -0.13
S -1.014 3.684 0.986 -0.13
H -1.421 1.569 2.470 0.13
H -1.512 3.186 -0.166 0.13
```

Values from the calculation:
**SMILES**: CSSC.SS
**2S+1**: 1

---

Relative energy (zero: lowest compared OMol25 entry of this formula, charge and spin)? In order: 118.5, 130.3, 0.0 kJ/mol.
HOMO? In order: -8.8530, -8.3519, -9.0354 eV.